No. 1
{
  "formula": "C11H16O8PY",
  "method": "ωB97M-V with the def2-TZVPD basis set",
  "elements": ["O", "C", "Y", "O", "C", "C", "O", "C", "O", "C", "O", "H", "C", "C", "O", "P", "O", "C", "C", "O", "C", "C", "H", "H", "H", "H", "H", "H", "H", "H", "H", "H", "H", "H", "H", "H", "H"],
  "coordinates": [[-0.8951, -1.4710, -2.8445], [-0.6494, -0.8809, -1.8901], [-0.0948, 0.3557, 0.1413], [2.7766, -1.7767, 0.0495], [1.8541, -1.0867, 0.0522], [-2.2879, 1.3218, -0.2202], [-2.6637, 2.1299, 0.5842], [-1.4485, -1.4939, 1.1758], [-2.0309, -2.3585, 1.6864], [0.8891, 2.0177, -1.3805], [1.3655, 2.8417, -2.0423], [-2.9941, 1.0504, -1.0902], [2.6520, -2.6432, 3.7350], [1.5687, -1.5753, 3.6786], [2.1049, -0.1556, 3.6267], [1.3168, 0.6778, 2.4049], [2.5566, 1.4373, 1.6244], [3.2201, 2.6578, 2.1056], [3.8908, 2.3787, 3.4043], [0.2737, 2.3472, 2.1207], [-0.3088, 3.0480, 3.2091], [-1.3958, 2.3156, 3.9354], [3.1962, -2.6969, 2.7920], [2.1474, -3.6080, 3.8748], [3.3357, -2.5058, 4.5774], [0.9672, -1.7865, 2.7546], [0.8901, -1.6154, 4.5283], [3.9482, 2.8731, 1.3267], [2.4663, 3.4342, 2.1685], [4.5987, 1.5449, 3.2843], [4.4603, 3.2380, 3.7839], [3.1641, 2.0860, 4.1765], [0.5353, 3.2350, 3.8617], [-0.6788, 3.9934, 2.8160], [-1.0650, 1.3320, 4.2930], [-1.6835, 2.9067, 4.8080], [-2.2885, 2.1772, 3.3125]],
  "forces_ev_per_a": [[0.80, 2.19, 3.45], [-1.08, -2.71, -4.30], [-0.92, 2.69, 2.15], [-3.42, 2.73, 0.17], [4.43, -3.80, -0.58], [-1.43, -1.24, -1.85], [0.79, -0.01, 0.45], [-3.05, -4.53, 2.62], [2.62, 4.05, -2.37], [2.80, 4.86, -4.00], [-2.30, -3.94, 3.17], [0.35, 0.53, 0.69], [-0.05, 0.44, 0.17], [-0.37, -0.26, -0.18], [-2.19, 0.56, -2.00], [2.74, 2.23, 0.23], [-1.67, -1.75, 0.59], [0.20, 0.25, -0.23], [0.50, -0.49, 0.78], [1.36, -3.82, -0.10], [0.05, 0.26, 0.56], [-0.51, -0.18, -0.03], [0.17, 0.06, 0.14], [0.02, 0.23, 0.00], [-0.07, 0.06, -0.22], [0.32, 0.44, 0.63], [0.14, 0.06, 0.06], [-0.14, 0.12, -0.06], [-0.03, 0.14, -0.11], [-0.19, 0.26, 0.10], [-0.28, -0.11, -0.25], [0.18, 0.18, -0.09], [-0.05, 0.49, 0.47], [0.04, 0.05, -0.14], [0.08, 0.06, 0.04], [-0.03, -0.13, -0.02], [0.23, 0.05, 0.09]],
  "mulliken_charge": [-0.09, 0.41, 0.37, -0.08, 0.40, -0.02, -0.34, 0.31, -0.12, 0.39, -0.07, 0.28, -1.23, 0.06, -0.40, 0.79, -0.25, -0.10, -1.02, -0.44, -0.34, -1.08, 0.25, 0.40, 0.34, 0.03, 0.40, 0.31, 0.21, 0.29, 0.42, 0.26, 0.39, 0.35, 0.27, 0.40, 0.25],
  "homo_lumo_gap_ev": [5.193, 5.185],
  "mol_weight_g_mol": 396.12,
  "charge": 2,
  "e_lumo_ev": [-9.293, -9.293]
}

***

No. 2
{
  "formula": "C21H18AgN9O10",
  "method": "ωB97M-V with the def2-TZVPD basis set",
  "elements": ["Ag", "O", "C", "O", "C", "C", "C", "C", "C", "C", "N", "C", "C", "C", "C", "C", "C", "N", "H", "H", "H", "H", "H", "H", "H", "H", "H", "H", "N", "N", "C", "N", "N", "N", "O", "O", "H", "H", "H", "H", "H", "O", "C", "O", "C", "C", "C", "C", "C", "C", "N", "O", "O", "N", "O", "O", "H", "H", "H"],
  "coordinates": [[-0.7400, 0.0816, -1.8672], [5.2111, -5.0267, -1.6366], [5.5268, -3.7533, -1.9289], [6.4836, -3.5370, -2.6437], [4.5647, -2.6564, -1.5736], [4.9038, -1.3404, -2.0210], [3.9674, -0.3573, -2.0333], [2.6429, -0.5696, -1.4650], [2.3447, -1.8435, -0.9243], [3.3337, -2.8322, -0.9223], [1.7125, 0.4293, -1.3936], [1.9954, 1.6285, -1.6946], [0.9946, 2.6379, -1.7928], [1.3587, 4.0085, -1.9424], [0.3794, 4.9556, -2.0151], [-0.9801, 4.5374, -1.8526], [-1.2520, 3.1936, -1.7815], [-0.2903, 2.2578, -1.8575], [4.4959, -5.2616, -1.0019], [5.8860, -1.2056, -2.4151], [4.2162, 0.6544, -2.4458], [1.3600, -2.0689, -0.5061], [3.1243, -3.7828, -0.3563], [3.0512, 1.9531, -1.8656], [2.4202, 4.2591, -1.9384], [0.6338, 5.9980, -2.1441], [-1.7765, 5.2688, -1.8216], [-2.2693, 2.8758, -1.6411], [-3.5620, 0.2937, -1.4670], [-3.9576, -1.0401, -1.3584], [-3.1577, -2.0271, -1.8471], [-3.6337, -3.3152, -1.7795], [-1.9487, -1.6803, -2.3639], [-0.9979, -2.6653, -2.8627], [0.1661, -2.2503, -2.9556], [-1.3956, -3.7877, -3.1496], [-2.9575, 0.5942, -0.5116], [-4.4324, 0.8009, -1.4875], [-4.9424, -1.1981, -1.1259], [-4.5830, -3.4522, -1.4473], [-3.1671, -4.0372, -2.3510], [-0.7174, -0.4790, 0.5620], [-1.4818, 0.2852, 1.1894], [-2.3988, 0.9848, 0.6261], [-1.3773, 0.4892, 2.6507], [-2.0692, 1.5826, 3.1868], [-1.9580, 1.8395, 4.5599], [-1.2983, 0.9413, 5.4436], [-0.6927, -0.1846, 4.8743], [-0.6743, -0.4058, 3.4456], [-0.0779, -1.0839, 5.7592], [-0.0604, -0.7998, 6.9827], [0.3389, -2.1826, 5.2823], [-2.5258, 3.0500, 5.0336], [-2.3625, 3.3487, 6.2570], [-3.1589, 3.7869, 4.2131], [-2.6835, 2.2676, 2.5676], [-1.3437, 1.1403, 6.5270], [-0.1872, -1.3200, 3.0282]],
  "forces_ev_per_a": [[-0.01, 0.10, 0.22], [-0.08, -0.92, 0.61], [0.02, 0.45, -0.85], [-0.70, -0.31, 0.98], [-0.34, 1.11, 0.60], [-0.52, -1.79, -0.02], [-1.56, 1.25, 0.65], [2.60, -1.72, -0.06], [0.48, 0.80, -0.12], [0.24, -1.02, 0.09], [-1.20, 0.65, -0.67], [1.98, -0.70, 0.22], [-1.56, 2.10, -0.91], [0.45, -1.41, 0.48], [-1.64, -0.19, 0.31], [1.57, 0.84, -0.36], [0.54, 0.05, -0.08], [0.10, 0.51, 0.77], [0.61, 1.06, -0.68], [0.41, 0.14, -0.34], [-0.12, -1.28, 0.38], [0.36, 0.41, -0.02], [0.07, 0.93, -0.95], [-0.87, -0.05, 0.14], [-0.30, 0.03, -0.11], [-0.09, 0.05, 0.03], [0.01, -0.07, 0.01], [-0.17, -0.44, -0.19], [0.63, 0.83, 0.71], [0.65, -1.36, -0.52], [-0.31, -0.82, -0.58], [0.34, 0.41, -0.26], [0.61, -0.73, -0.16], [-0.95, 0.93, 1.00], [-2.15, -0.86, -0.09], [0.68, 0.46, -0.06], [-1.15, -0.46, -1.44], [-0.06, 0.41, -0.12], [0.91, -0.48, -0.12], [0.47, -0.03, -0.21], [-0.43, 0.84, 0.63], [-0.31, 0.16, 1.17], [-0.16, -0.05, -2.38], [0.74, 0.10, 1.31], [-0.07, -0.13, 0.63], [0.12, 0.44, 0.78], [0.91, -1.91, -0.86], [-0.67, 0.71, -0.64], [-0.87, 1.85, -2.12], [-0.04, -0.32, 1.65], [1.18, -3.46, 2.26], [0.25, -0.69, -2.63], [-0.77, 2.75, 1.21], [-1.72, 3.49, 1.73], [-0.44, -0.81, -3.25], [1.71, -1.95, 2.31], [0.75, -0.77, 0.39], [0.30, -0.27, -0.81], [-0.43, 1.12, 0.37]],
  "mulliken_charge": [0.35, -0.49, 0.53, -0.57, 0.82, -1.12, -0.55, 0.56, 0.04, -0.73, -0.03, 0.12, 0.46, -0.83, -0.24, -0.82, -0.16, 0.05, 0.32, 0.47, 0.12, 0.48, 0.04, 0.16, 0.36, 0.44, 0.40, 0.44, -0.53, -0.18, 0.54, -0.41, -0.44, 1.24, -0.62, -0.72, 0.27, 0.25, 0.22, 0.17, 0.25, -0.53, 0.47, -0.52, 0.10, -0.32, -0.23, -0.28, 0.00, -0.58, 0.95, -0.58, -0.58, 0.95, -0.58, -0.58, 0.55, 0.54, 0.49],
  "homo_lumo_gap_ev": 6.839,
  "mol_weight_g_mol": 664.30,
  "charge": 0,
  "e_lumo_ev": -1.439
}

***

No. 3
{
  "formula": "C4H6NO2",
  "method": "ωB97M-V with the def2-TZVPD basis set",
  "elements": ["C", "C", "C", "C", "N", "O", "O", "H", "H", "H", "H", "H", "H"],
  "coordinates": [[-1.2389, -1.1249, 0.1271], [-1.7731, 0.2718, 0.0122], [-1.1562, 1.4863, 0.2687], [2.0443, 0.1618, -0.2224], [0.6764, 0.1924, -0.2105], [-0.9889, 2.6006, 0.5490], [0.1975, -1.0381, -0.2854], [-0.8646, -1.5211, 1.0992], [-1.7292, -1.8615, -0.4850], [-2.7432, 0.5596, -0.4447], [2.6551, 1.0534, -0.5284], [2.5866, -0.6730, -0.6633], [2.3343, -0.1075, 0.7836]],
  "forces_ev_per_a": [[1.02, 2.63, 0.43], [-0.16, 1.24, -0.02], [-1.52, 0.00, 0.79], [3.63, 0.17, -0.87], [-2.04, -3.78, -0.18], [0.33, -2.06, -0.83], [2.34, 3.17, -0.77], [-1.58, 0.10, 0.12], [-0.07, -0.22, -0.16], [0.37, -0.90, 0.53], [-1.53, -0.21, 0.51], [-0.73, -0.56, -0.82], [-0.06, 0.44, 1.25]],
  "mulliken_charge": [-0.19, -0.54, 0.82, -0.73, 0.00, -0.28, -0.05, 0.27, 0.30, 0.33, 0.34, 0.35, 0.38],
  "homo_lumo_gap_ev": [6.390, 6.357],
  "mol_weight_g_mol": 100.10,
  "charge": 1,
  "e_lumo_ev": [-7.525, -7.546]
}

***

No. 4
{
  "formula": "C4H5O2",
  "method": "ωB97M-V with the def2-TZVPD basis set",
  "elements": ["C", "C", "C", "C", "O", "O", "H", "H", "H", "H", "H"],
  "coordinates": [[-2.5038, -0.2926, -1.4370], [0.5944, 1.0965, 0.6882], [0.3301, -0.2005, 0.6106], [-1.3426, -1.0404, -1.4455], [-3.1532, 0.7111, -1.6404], [-2.6892, -1.4023, -0.6933], [-0.0759, 1.7836, 1.1730], [1.4546, 1.5383, 0.2097], [1.0051, -0.8851, 0.1281], [-0.5429, -0.6299, 1.0647], [-1.2276, -1.7267, -2.2956]],
  "forces_ev_per_a": [[-0.02, 0.19, 0.29], [0.13, 0.02, 0.11], [0.29, 0.23, 0.19], [1.50, -0.37, -0.80], [-0.26, -0.16, -0.10], [-1.17, 0.04, 0.49], [-0.25, 0.16, 0.10], [0.20, 0.01, -0.08], [0.03, -0.10, -0.13], [-0.23, -0.13, 0.05], [-0.21, 0.11, -0.13]],
  "mulliken_charge": [0.81, -0.40, -0.58, -0.69, -0.69, -0.45, 0.21, 0.21, 0.24, 0.23, 0.09],
  "homo_lumo_gap_ev": 6.842,
  "mol_weight_g_mol": 85.08,
  "charge": -1,
  "e_lumo_ev": 4.440
}

***

How do the records compare in energy relative to the best compared isomer or geometry (same formula, charge and spin)? In the order shown, they have 32.9 22.5 125.5 54.2 kcal/mol.